{"formula": "C8H9Cl2NO2", "method": "ωB97M-V with the def2-TZVPD basis set", "homo_lumo_gap_ev": 9.88, "total_energy_ev": -39069.16457, "e_homo_ha": -0.3814, "species": ["O", "N", "O", "C", "C", "C", "C", "C", "C", "H", "H", "H", "H", "H", "Cl", "C", "C", "Cl", "H", "H", "H", "H"], "positions_angstrom": [[-1.574, 5.095, 0.014], [-0.688, 4.455, 0.535], [0.237, 4.908, 1.176], [-0.766, 2.998, 0.449], [-1.444, 2.440, -0.610], [-1.430, 1.060, -0.732], [-0.801, 0.261, 0.218], [-0.180, 0.858, 1.302], [-0.201, 2.233, 1.454], [-2.007, 3.032, -1.315], [-1.916, 0.609, -1.589], [-0.838, -0.810, 0.079], [0.194, 0.266, 2.130], [0.270, 2.693, 2.311], [-0.196, -5.091, -1.080], [0.774, -3.877, -0.242], [1.979, -3.446, -1.013], [3.108, -4.775, -1.281], [1.107, -4.267, 0.718], [0.138, -3.010, -0.072], [2.525, -2.659, -0.491], [1.708, -2.972, -1.961]], "lowdin_charge": [0.088, -0.361, 0.086, -0.156, -0.002, -0.063, -0.071, -0.069, -0.002, 0.123, 0.109, 0.089, 0.110, 0.122, 0.559, -0.694, -0.698, 0.559, 0.073, 0.049, 0.074, 0.076]}

{"formula": "C4H5NS2", "method": "ωB97M-V with the def2-TZVPD basis set", "homo_lumo_gap_ev": 7.62, "total_energy_ev": -27388.43043, "e_homo_ha": -0.3189, "species": ["S", "C", "C", "N", "S", "C", "C", "H", "H", "H", "H", "H"], "positions_angstrom": [[0.045, 3.095, -0.006], [-1.016, 1.873, 0.190], [-0.616, 0.465, 0.057], [-1.584, -0.378, -0.073], [-1.053, -1.986, -0.238], [0.703, -1.581, 0.070], [0.781, -0.046, -0.127], [-2.103, 2.013, 0.305], [0.960, -1.939, 1.146], [1.381, -2.115, -0.595], [1.557, 0.408, 0.441], [0.945, 0.192, -1.170]], "lowdin_charge": [0.696, -0.592, -0.517, -0.253, 0.870, -0.439, -0.211, 0.067, 0.101, 0.065, 0.096, 0.117]}

{"formula": "C23H25BCl5CrN6OS2", "method": "ωB97M-V with the def2-TZVPD basis set", "homo_lumo_gap_ev": [7.07, 7.30], "total_energy_ev": -148625.82168, "e_homo_ha": [-0.2714, -0.2741], "spin_multiplicity": 2, "species": ["Cr", "C", "C", "C", "C", "C", "N", "N", "B", "N", "N", "C", "C", "C", "C", "C", "N", "N", "C", "C", "C", "C", "C", "H", "H", "H", "H", "H", "H", "H", "H", "H", "H", "H", "H", "H", "H", "H", "H", "H", "H", "H", "H", "H", "H", "Cl", "C", "C", "C", "Cl", "C", "Cl", "C", "Cl", "C", "Cl", "C", "O", "C", "S", "S", "H", "H", "H"], "positions_angstrom": [[1.115, -0.401, -0.735], [-0.283, -1.589, -4.092], [-1.119, -1.364, -2.883], [-2.509, -1.492, -2.751], [-2.801, -1.127, -1.451], [-4.103, -1.043, -0.738], [-1.630, -0.827, -0.852], [-0.600, -0.985, -1.727], [-1.279, -0.381, 0.539], [-1.097, 1.840, 0.340], [0.914, 1.471, -0.924], [0.522, 2.482, -1.778], [1.434, 2.669, -2.949], [-0.527, 3.270, -1.485], [-1.534, 2.891, -0.474], [-2.203, 4.019, 0.283], [-0.598, -1.402, 1.381], [0.554, -1.788, 0.777], [1.180, -2.623, 1.596], [2.528, -3.171, 1.289], [0.381, -2.833, 2.728], [-0.735, -2.026, 2.570], [-1.907, -1.843, 3.465], [-0.884, -2.038, -4.880], [0.564, -2.243, -3.884], [0.118, -0.645, -4.463], [-3.204, -1.799, -3.509], [-4.820, -1.731, -1.182], [-4.506, -0.031, -0.800], [-4.007, -1.308, 0.316], [-2.997, 1.050, 0.734], [1.687, 1.696, -3.373], [2.378, 3.114, -2.631], [0.975, 3.292, -3.711], [-0.759, 4.125, -2.099], [-2.603, 4.753, -0.412], [-1.453, 4.488, 0.923], [-3.019, 3.647, 0.900], [2.633, -3.397, 0.227], [2.715, -4.068, 1.875], [3.295, -2.431, 1.534], [0.593, -3.481, 3.557], [-2.014, -2.723, 4.097], [-2.833, -1.717, 2.906], [-1.781, -0.975, 4.111], [-3.027, 2.241, -1.606], [-1.971, 0.955, 1.094], [0.201, 1.280, 0.233], [0.969, 1.188, 1.504], [2.580, 0.582, 1.119], [0.558, 1.197, 2.779], [1.634, 0.649, 4.026], [-0.816, 1.485, 3.262], [-0.920, 2.090, 4.881], [-1.936, 1.285, 2.562], [-3.500, 1.514, 3.266], [5.816, -0.868, 0.122], [4.562, -1.252, -0.448], [4.149, -0.623, -1.549], [4.947, 0.596, -2.285], [2.626, -1.295, -2.127], [5.963, -1.555, 0.950], [5.771, 0.165, 0.469], [6.610, -0.957, -0.619]], "lowdin_charge": [0.368, -0.025, -0.297, 0.039, -0.273, -0.014, 0.060, 0.030, -0.377, -0.027, -0.058, -0.304, -0.014, -0.060, -0.639, -0.073, 0.068, 0.031, -0.301, -0.012, 0.042, -0.234, 0.006, 0.082, 0.054, 0.086, 0.115, 0.089, 0.057, 0.081, 0.091, 0.070, 0.086, 0.082, 0.115, 0.077, 0.097, 0.068, 0.073, 0.085, 0.071, 0.117, 0.092, 0.083, 0.073, 0.553, -0.187, -0.419, -0.497, 0.850, -0.670, 0.678, -0.703, 0.678, -0.652, 0.715, -0.107, -0.291, -1.298, 0.678, 0.641, 0.092, 0.079, 0.078]}

We obtain largest force on an atom values of 1.09; 1.96; 1.01 eV/Å for the records listed above, in that order.